No. 1
DFT (the ωB97M-V functional and the def2-TZVPD basis) results for a structure of composition C47H46N4P2S3Ti.

Geometry (Å):
Ti (-1.04551, 0.06528, 0.83765)
S (0.20406, -0.06094, 3.09414)
P (1.65994, -0.30642, 1.72181)
C (0.85139, -0.67549, 0.24297)
P (1.56507, -1.12170, -1.19578)
S (0.04860, -1.57217, -2.58091)
C (2.70758, -2.53353, -1.17769)
C (4.02154, -2.29285, -0.78115)
C (4.91458, -3.34130, -0.61824)
C (4.49900, -4.64371, -0.85358)
C (3.19688, -4.88955, -1.26929)
C (2.30123, -3.83740, -1.43094)
C (2.49739, 0.11456, -2.13696)
C (2.58769, 1.41707, -1.65556)
C (3.31024, 2.37027, -2.36783)
C (3.93490, 2.01854, -3.55453)
C (3.83977, 0.71580, -4.04085)
C (3.12809, -0.23885, -3.33182)
C (2.75206, -1.59412, 2.40574)
C (3.67481, -1.27288, 3.40174)
C (4.39297, -2.27925, 4.03469)
C (4.19396, -3.60932, 3.67899)
C (3.27356, -3.93401, 2.69093)
C (2.55064, -2.92852, 2.06105)
C (2.72797, 1.16630, 1.62217)
C (4.03861, 1.07034, 1.15618)
C (4.77836, 2.21691, 0.90194)
C (4.20914, 3.47035, 1.09706)
C (2.91235, 3.57664, 1.58280)
C (2.18270, 2.42550, 1.86113)
H (4.35371, -1.27510, -0.62489)
H (5.93137, -3.14109, -0.30321)
H (5.19148, -5.46780, -0.72287)
H (2.87580, -5.90330, -1.47480)
H (1.29011, -4.03849, -1.76037)
H (2.09871, 1.68146, -0.72826)
H (3.39061, 3.38177, -1.98228)
H (4.50521, 2.75816, -4.10554)
H (4.32242, 0.44748, -4.97418)
H (3.05186, -1.25474, -3.70552)
H (3.82942, -0.23673, 3.68045)
H (5.10697, -2.02564, 4.81025)
H (4.75194, -4.39239, 4.17993)
H (3.12225, -4.97035, 2.40499)
H (1.83056, -3.17517, 1.28994)
H (4.49122, 0.09670, 1.01208)
H (5.79849, 2.13258, 0.54720)
H (4.78333, 4.36482, 0.88254)
H (2.46230, 4.55106, 1.75085)
H (1.18601, 2.50355, 2.26509)
C (-7.33137, 0.09290, -2.86936)
C (-7.03529, -0.54776, -1.67225)
C (-5.73533, -0.55586, -1.18550)
C (-4.70412, 0.07636, -1.88101)
C (-5.01191, 0.69824, -3.09270)
C (-6.31357, 0.71646, -3.57977)
C (-3.29759, 0.06173, -1.38381)
C (-2.85286, 0.23263, -0.12946)
C (-3.67594, 0.61670, 1.04365)
C (-3.34732, 0.07791, 2.29713)
C (-4.04593, 0.43917, 3.44686)
C (-5.07258, 1.36046, 3.36502)
C (-5.37946, 1.94283, 2.13362)
C (-4.68663, 1.58623, 0.99290)
H (-8.34653, 0.09952, -3.24914)
H (-7.82142, -1.04540, -1.11739)
H (-5.51420, -1.04934, -0.24626)
H (-4.21658, 1.18727, -3.64789)
H (-6.53329, 1.21746, -4.51515)
H (-2.56175, -0.11675, -2.16667)
H (-2.55426, -0.66178, 2.38673)
H (-3.77952, -0.00008, 4.40111)
H (-5.62431, 1.63874, 4.25415)
H (-6.16927, 2.68389, 2.06964)
H (-4.91655, 2.05871, 0.04686)
N (0.24854, 6.55739, -1.24749)
C (-0.17120, 6.15840, -0.00608)
S (-0.27800, 7.30485, 1.21940)
C (-0.48952, 4.76492, 0.14533)
C (-0.96844, 4.22203, 1.37681)
C (-1.14446, 2.88696, 1.51820)
N (-0.86723, 1.97131, 0.51770)
C (-0.51142, 2.49501, -0.70153)
C (-0.32601, 3.81899, -0.91578)
H (0.59826, 7.49632, -1.30719)
H (0.59211, 5.89148, -1.91650)
H (-1.16520, 4.89018, 2.20390)
H (-1.48009, 2.47072, 2.45224)
H (-0.38204, 1.78296, -1.50213)
H (-0.04858, 4.12717, -1.91745)
N (-1.52524, -4.56759, -0.99150)
C (-2.80416, -3.88832, -0.71831)
C (-2.77580, -3.07549, 0.56877)
N (-1.61224, -2.20671, 0.77096)
H (-1.63710, -5.21918, -1.75809)
H (-1.23559, -5.11764, -0.19207)
H (-0.42957, -2.62213, -1.85521)
H (-3.63489, -4.59432, -0.65045)
H (-3.01662, -3.21112, -1.55155)
H (-2.85038, -3.74698, 1.42590)
H (-3.66090, -2.43912, 0.57761)
H (-1.39405, -1.78334, -0.13337)
H (-0.78599, -2.70926, 1.04934)

## Properties
LUMO (spin up / spin down), eV: 0.12 / -0.07
Largest force on an atom, eV Å⁻¹: 1.84
M, g mol⁻¹: 872.929
Highest occupied orbital energy (spin up / spin down), eV: -5.26 / -7.26
Net charge: 0
HOMO-LUMO gap (spin up / spin down), eV: 5.4 / 7.2
Spin multiplicity: 3
Expectation value of S²: 2.021

---

No. 2
DFT (the ωB97M-V functional and the def2-TZVPD basis) results for a structure of composition C47H46N8O5S2SeSiTi.

Geometry (Å):
Ti (-1.15084, 0.67094, 0.63457)
O (-3.00765, -0.74974, 3.20524)
C (-3.12777, -0.14808, 2.13993)
N (-2.67885, 1.15772, 1.94079)
C (-3.51519, 2.00738, 1.19491)
C (-4.86580, 2.14998, 1.49707)
C (-5.66966, 3.01848, 0.77025)
C (-5.12466, 3.77014, -0.25858)
C (-3.77406, 3.65191, -0.57164)
C (-2.96870, 2.77011, 0.14158)
N (-1.59882, 2.53204, -0.05970)
C (-0.77160, 3.39191, -0.64153)
O (-1.06217, 4.35012, -1.36280)
C (0.72489, 3.27350, -0.30741)
C (1.56288, 4.11937, -1.02037)
C (2.86979, 4.34285, -0.65356)
C (3.32357, 3.75342, 0.51649)
C (2.50169, 2.89737, 1.19518)
N (1.25767, 2.58796, 0.74942)
C (-3.56298, -0.80634, 0.88233)
C (-4.57131, -1.73915, 0.76909)
C (-4.95507, -2.20106, -0.48436)
C (-4.30073, -1.64505, -1.61953)
C (-3.28135, -0.75141, -1.44501)
N (-2.82266, -0.37741, -0.21866)
H (-5.26988, 1.57812, 2.32437)
H (-6.71976, 3.11657, 1.02188)
H (-5.74375, 4.46060, -0.81969)
H (-3.33241, 4.23138, -1.36709)
H (1.09758, 4.62852, -1.85120)
H (3.50018, 5.01189, -1.22365)
H (4.30334, 3.95757, 0.92375)
H (2.78959, 2.41174, 2.11251)
H (-5.06025, -2.06880, 1.67802)
H (-5.76063, -2.91393, -0.59927)
H (-4.58659, -1.91991, -2.62664)
H (-2.74808, -0.33389, -2.28866)
O (-1.87698, 5.54940, 3.40760)
S (-0.91776, 4.41700, 3.26768)
O (-0.58692, 3.74795, 4.56828)
N (0.53127, 1.65003, 1.36801)
C (1.05030, 0.85088, 2.39994)
C (0.28204, 0.76319, 3.53897)
C (0.54142, -0.22914, 4.50887)
C (1.56867, -1.11056, 4.35267)
C (2.39069, -1.04092, 3.20139)
C (3.41597, -1.97052, 2.93820)
C (4.12460, -1.88769, 1.77035)
C (3.81612, -0.84601, 0.87168)
N (2.87435, 0.03628, 1.07794)
C (2.14522, -0.05402, 2.21570)
C (0.66725, 5.34743, 2.98527)
C (1.75514, 5.18797, 3.83029)
C (2.93537, 5.88386, 3.59141)
C (3.03168, 6.73788, 2.49848)
C (1.94404, 6.88816, 1.64411)
C (0.76790, 6.18969, 1.88421)
H (-0.53477, 1.46408, 3.67484)
H (-0.11146, -0.28349, 5.36980)
H (1.75761, -1.89089, 5.08144)
H (3.61800, -2.75257, 3.66215)
H (4.91158, -2.59328, 1.53299)
H (4.37160, -0.74695, -0.05793)
H (1.63817, 4.51095, 4.67035)
H (3.78339, 5.76393, 4.25860)
H (3.95176, 7.28085, 2.30966)
H (2.01647, 7.54639, 0.78474)
H (-0.08731, 6.30254, 1.22467)
C (3.25603, -5.12799, -1.07010)
C (3.12501, -3.73995, -1.68676)
C (1.68367, -3.26448, -1.78354)
N (1.11650, -3.16954, -0.43734)
C (-0.13090, -2.79705, -0.12729)
S (-0.48864, -2.13867, 1.37305)
N (-1.12829, -3.05366, -1.04748)
C (-1.24265, -4.13227, -1.90911)
O (-1.83327, -4.04473, -2.96680)
C (-0.70224, -5.44983, -1.43745)
C (-0.63694, -5.78586, -0.09024)
C (-0.18191, -7.04162, 0.28639)
C (0.21400, -7.95956, -0.67548)
C (0.13760, -7.62866, -2.02278)
C (-0.32814, -6.38037, -2.40146)
H (4.29828, -5.45143, -1.03631)
H (2.68904, -5.86391, -1.64543)
H (2.86496, -5.14697, -0.05134)
H (3.54378, -3.73300, -2.69621)
H (3.70296, -3.00943, -1.11263)
H (1.11817, -3.97607, -2.38394)
H (1.61810, -2.27842, -2.25357)
H (1.76861, -2.86351, 0.27571)
H (-1.85059, -2.33694, -1.12094)
H (-0.95543, -5.07656, 0.66436)
H (-0.13705, -7.30024, 1.33673)
H (0.57674, -8.93558, -0.37669)
H (0.43683, -8.34742, -2.77575)
H (-0.41481, -6.10294, -3.44437)
C (-1.32176, -0.61069, -4.52363)
Si (0.04416, 0.44435, -3.74409)
C (1.62908, -0.00226, -4.69367)
C (-0.35378, 2.24059, -4.14038)
Se (0.44562, 0.06884, -1.58219)
H (-1.12075, -0.73334, -5.59323)
H (-2.29969, -0.13253, -4.42553)
H (-1.38624, -1.60495, -4.07453)
H (1.72493, 0.59940, -5.60306)
H (1.62650, -1.05548, -4.98864)
H (2.50625, 0.17586, -4.06900)
H (-0.66190, 2.35230, -5.18509)
H (0.52294, 2.87163, -3.97132)
H (-1.15018, 2.62368, -3.49928)

## Properties
LUMO (spin up / spin down), eV: 3.54 / 3.54
Largest force on an atom, eV Å⁻¹: 0.68
M, g mol⁻¹: 1021.983
Highest occupied orbital energy (spin up / spin down), eV: -0.16 / -1.73
Net charge: -2
HOMO-LUMO gap (spin up / spin down), eV: 3.7 / 5.3
Spin multiplicity: 3
Expectation value of S²: 2.020

---

Which of these has the highest net charge?
C47H46N4P2S3Ti